--- 1 ---
ORCA calculation (wB97M-V/def2-TZVPD) on 2 unconnected molecules or ions with the total composition C3H5IS.

XYZ file:
```
10
Properties=species:S:1:pos:R:3:lowdin_charge:R:1
C -0.105 1.336 -0.289 -0.842
C -0.569 -1.315 -0.066 0.017
C 0.582 0.305 0.501 -0.681
S -0.942 2.614 0.270 0.670
I 2.679 -0.182 -0.066 0.691
H -0.049 1.304 -1.329 0.008
H -1.462 -1.269 0.466 0.004
H 0.212 -2.149 0.123 0.049
H -0.738 -1.261 -1.154 0.041
H 0.390 0.616 1.546 0.044
```

## Properties
Net charge = 0
Gap between HOMO and LUMO = 8.05 eV
2S+1 = 1

***

--- 2 ---
ORCA calculation (wB97M-V/def2-TZVPD) on 2 unconnected molecules or ions with the total composition C3H5IS.

XYZ file:
```
10
Properties=species:S:1:pos:R:3:lowdin_charge:R:1
C -0.106 -0.045 -2.064 -0.019
C -0.634 1.021 -2.263 0.014
H 0.214 -1.033 -1.882 0.019
H -1.242 1.833 -2.627 0.030
S 1.632 0.486 1.273 0.494
C -0.149 -0.325 1.116 -0.898
I -1.021 -1.735 2.700 0.552
H 1.958 0.394 2.667 -0.125
H 0.224 -1.027 0.251 -0.036
H -0.875 0.429 0.829 -0.031
```

## Properties
SMILES = C#C.SCI
Net charge = 0
Gap between HOMO and LUMO = 8.95 eV
2S+1 = 1

***

Stability check: which of them is least stable? 2.

***

--- 1 ---
ORCA calculation (wB97M-V/def2-TZVPD) on a molecular structure, C16H32Br16.

XYZ file:
```
64
Properties=species:S:1:pos:R:3:lowdin_charge:R:1
Br -9.085 8.971 -1.923 0.613
C -8.390 7.936 -0.437 -0.698
C -8.179 6.431 -0.827 -0.677
Br -7.343 5.398 0.644 0.570
H -9.045 8.039 0.428 0.054
H -7.377 8.284 -0.235 0.044
H -7.592 6.264 -1.730 0.047
H -9.093 5.915 -1.119 0.046
Br 7.231 1.189 4.799 0.532
C 5.454 0.695 3.953 -0.622
C 5.311 1.224 2.500 -0.669
Br 4.341 2.919 2.537 0.585
H 4.611 0.949 4.596 0.046
H 5.567 -0.386 3.869 0.038
H 4.713 0.593 1.842 0.049
H 6.294 1.406 2.065 0.040
Br 4.299 -4.820 3.457 0.488
C 2.834 -5.136 4.854 -0.600
C 3.376 -5.877 6.062 -0.695
Br 4.914 -5.032 6.957 0.572
H 2.008 -5.700 4.419 0.064
H 2.477 -4.171 5.214 0.057
H 3.680 -6.912 5.902 0.053
H 2.501 -5.866 6.711 0.061
Br 0.667 5.232 7.756 0.624
C -0.858 6.385 7.600 -0.765
C -1.958 5.659 6.969 -0.669
Br -2.322 4.140 8.192 0.570
H -0.769 7.352 7.105 0.081
H -1.043 6.507 8.668 0.029
H -1.622 5.260 6.012 0.057
H -2.843 6.262 6.766 0.072
Br 2.745 -10.804 -2.307 0.560
C 2.021 -9.118 -1.522 -0.656
C 2.615 -7.944 -2.350 -0.644
Br 1.575 -6.322 -1.789 0.561
H 2.482 -9.314 -0.554 0.032
H 0.935 -9.155 -1.606 0.046
H 2.505 -8.208 -3.401 0.045
H 3.656 -7.809 -2.054 0.055
Br 4.079 -0.925 -4.722 0.601
C 3.735 -1.315 -6.614 -0.732
C 4.704 -0.642 -7.585 -0.662
Br 4.014 -1.049 -9.403 0.599
H 2.737 -1.198 -7.037 0.041
H 3.965 -2.369 -6.776 0.044
H 5.750 -0.949 -7.568 0.055
H 4.810 0.429 -7.412 0.054
Br -2.879 -1.189 -7.277 0.531
C -4.723 -0.633 -6.604 -0.632
C -4.648 0.922 -6.557 -0.663
Br -6.399 1.484 -5.797 0.568
H -4.992 -1.080 -5.647 0.048
H -5.520 -1.032 -7.232 0.051
H -4.575 1.398 -7.535 0.051
H -3.896 1.299 -5.863 0.046
Br -0.941 -0.759 1.858 0.611
C -0.619 0.074 0.146 -0.703
C -1.312 1.473 0.188 -0.649
Br -0.828 2.368 -1.537 0.556
H -0.986 -0.745 -0.473 0.042
H 0.440 0.321 0.080 0.046
H -0.835 2.117 0.927 0.041
H -2.373 1.563 0.418 0.056
```

## Properties
Net charge = 0
Gap between HOMO and LUMO = 9.78 eV
2S+1 = 1

***

--- 2 ---
ORCA calculation (wB97M-V/def2-TZVPD) on 8 unconnected molecules or ions with the total composition C16H32Br16.

XYZ file:
```
64
Properties=species:S:1:pos:R:3:lowdin_charge:R:1
Br -2.300 -4.919 0.130 0.647
C -0.484 -5.307 0.614 -0.771
C -0.504 -6.066 1.926 -0.675
Br 1.349 -6.453 2.469 0.571
H 0.022 -4.353 0.665 -0.066
H -0.042 -5.961 -0.134 0.055
H -0.988 -7.026 1.796 0.052
H -0.925 -5.464 2.725 0.038
Br -6.505 -2.859 2.502 0.561
C -5.452 -1.207 2.842 -0.665
C -4.255 -1.046 1.951 -0.671
Br -4.803 -1.086 0.053 0.592
H -5.208 -1.276 3.898 0.050
H -6.164 -0.394 2.703 0.051
H -3.674 -1.943 2.191 0.047
H -3.598 -0.201 2.136 0.026
Br 3.653 1.256 -0.372 0.633
C 3.923 2.487 -1.877 -0.664
C 4.546 3.792 -1.367 -0.691
Br 6.478 3.582 -1.003 0.592
H 2.983 2.601 -2.405 0.057
H 4.674 2.041 -2.524 0.028
H 4.032 4.103 -0.463 -0.044
H 4.465 4.577 -2.114 0.057
Br -0.442 -1.507 -0.545 0.666
C -0.306 0.445 -0.769 -0.631
C -1.397 1.146 0.019 -0.585
Br -0.848 1.184 1.927 0.679
H -0.525 0.624 -1.820 0.001
H 0.698 0.733 -0.481 0.001
H -2.283 0.520 0.062 -0.014
H -1.610 2.178 -0.233 0.066
Br 2.815 -4.048 -0.593 0.638
C 3.093 -2.244 -1.313 -0.692
C 2.631 -2.335 -2.747 -0.693
Br 3.140 -0.710 -3.753 0.596
H 4.166 -2.098 -1.251 0.051
H 2.538 -1.540 -0.707 -0.015
H 1.552 -2.458 -2.800 0.031
H 3.100 -3.129 -3.317 0.041
Br 1.636 -3.070 2.476 0.630
C 0.725 -2.287 4.024 -0.649
C -0.689 -2.037 3.568 -0.741
Br -1.594 -0.877 4.852 0.616
H 1.267 -1.392 4.323 0.052
H 0.707 -2.910 4.917 0.069
H -1.166 -3.013 3.487 0.054
H -0.755 -1.536 2.607 -0.040
Br -1.566 1.489 -4.411 0.627
C -2.339 2.580 -5.849 -0.710
C -1.320 2.992 -6.903 -0.646
Br -2.250 4.093 -8.285 0.581
H -2.875 3.444 -5.460 0.052
H -3.133 1.998 -6.313 0.049
H -0.963 2.121 -7.441 0.050
H -0.511 3.581 -6.487 0.052
Br 0.012 4.682 4.993 0.612
C 0.317 4.445 3.060 -0.718
C 1.509 5.301 2.693 -0.634
Br 1.777 5.173 0.703 0.614
H -0.557 4.786 2.516 0.053
H 0.522 3.397 2.868 -0.024
H 2.441 5.055 3.186 0.059
H 1.257 6.345 2.851 0.046
```

## Properties
SMILES = BrCCBr.BrCCBr.BrCCBr.BrCCBr.BrCCBr.BrCCBr.BrCCBr.BrCCBr
Net charge = 0
Gap between HOMO and LUMO = 9.56 eV
2S+1 = 1

***

Stability check: which of them is least stable? 1.

***

--- 1 ---
ORCA calculation (wB97M-V/def2-TZVPD) on a single C3H3F2NO molecule.

XYZ file:
```
10
Properties=species:S:1:pos:R:3:lowdin_charge:R:1
F -2.766 0.386 0.118 0.145
C -1.436 0.176 0.179 -0.387
N -0.866 -0.944 0.485 0.188
C 0.491 -0.743 0.330 -0.414
F 1.041 -1.765 -0.383 0.019
C 0.688 0.611 -0.435 -0.006
O -0.671 1.206 -0.228 0.031
H 1.114 -0.656 1.253 0.157
H 1.449 1.164 0.183 0.135
H 0.956 0.564 -1.501 0.133
```

## Properties
SMILES = FC1=N[C@@H](F)CO1
Net charge = 0
Gap between HOMO and LUMO = 11.35 eV
2S+1 = 1

***

--- 2 ---
ORCA calculation (wB97M-V/def2-TZVPD) on a single C3H3F2NO molecule.

XYZ file:
```
10
Properties=species:S:1:pos:R:3:lowdin_charge:R:1
O 2.815 0.503 0.263 0.075
C 1.877 -0.153 -0.009 -0.387
N 0.581 0.285 -0.064 0.046
C -0.612 -0.454 -0.043 -0.037
C -1.785 0.168 -0.048 -0.320
F -1.857 1.516 0.026 0.097
F -2.963 -0.441 0.246 0.088
H 1.947 -1.231 -0.159 0.130
H 0.515 1.334 -0.079 0.174
H -0.517 -1.527 -0.133 0.133
```

## Properties
SMILES = O=CNC=C(F)F
Net charge = 0
Gap between HOMO and LUMO = 9.91 eV
2S+1 = 1

***

Stability check: which of them is least stable? 2.

***

--- 1 ---
ORCA calculation (wB97M-V/def2-TZVPD) on 2 unconnected molecules or ions with the total composition C2H8NOS.

XYZ file:
```
13
Properties=species:S:1:pos:R:3:lowdin_charge:R:1
C -1.266 -2.506 -1.475 -0.741
S -0.500 -1.012 -0.836 0.207
H -0.763 -3.431 -1.208 -0.020
H -1.337 -2.514 -2.561 -0.021
H -2.279 -2.617 -1.086 -0.022
N 1.536 0.914 1.280 0.005
C 0.580 1.960 1.164 -0.406
O -0.049 2.077 -0.105 -0.148
H 1.201 0.022 0.933 -0.021
H 2.438 1.110 0.883 0.052
H 1.080 2.913 1.337 0.097
H -0.178 1.885 1.946 0.097
H -0.462 1.197 -0.273 -0.080
```

## Properties
Net charge = -1
Gap between HOMO and LUMO = 6.88 eV
2S+1 = 1

***

--- 2 ---
ORCA calculation (wB97M-V/def2-TZVPD) on 2 unconnected molecules or ions with the total composition C2H8NOS.

XYZ file:
```
13
Properties=species:S:1:pos:R:3:lowdin_charge:R:1
C 0.840 0.486 -0.154 -0.400
C 0.103 -0.476 0.789 -0.802
S 0.676 -0.499 2.512 0.083
N 2.289 0.624 0.121 -0.080
H 0.427 1.487 -0.144 0.080
H 0.775 0.100 -1.173 0.081
H 0.120 -1.468 0.317 0.026
H -0.943 -0.170 0.796 0.005
H 2.693 -0.316 0.003 0.045
H 2.349 0.718 1.132 -0.038
H -3.554 0.410 -1.109 0.030
H -2.928 -0.923 -1.446 0.039
O -2.849 0.025 -1.643 -0.071
```

## Properties
Net charge = -1
Gap between HOMO and LUMO = 5.60 eV
2S+1 = 1

***

--- 3 ---
ORCA calculation (wB97M-V/def2-TZVPD) on 2 unconnected molecules or ions with the total composition C2H8NOS.

XYZ file:
```
13
Properties=species:S:1:pos:R:3:lowdin_charge:R:1
C 0.283 -0.026 -1.043 -0.425
C -0.642 -1.195 -0.775 -0.663
S -1.006 -1.324 1.089 0.072
N 1.574 -0.041 -0.367 -0.044
H -0.241 0.842 -0.654 0.071
H 0.445 0.145 -2.123 0.083
H -0.290 -2.208 -0.881 0.001
H -1.584 -0.986 -1.227 0.013
H 1.686 -0.892 0.164 0.028
H 1.657 0.754 0.244 0.030
H -1.213 1.347 2.289 -0.015
H 0.043 1.552 1.458 -0.025
O -0.711 2.031 1.826 -0.127
```

## Properties
Net charge = -1
Gap between HOMO and LUMO = 6.80 eV
2S+1 = 1

***

Stability check: which of them is least stable? 2.

***

--- 1 ---
ORCA calculation (wB97M-V/def2-TZVPD) on a molecular structure, H4IO2.

XYZ file:
```
7
Properties=species:S:1:pos:R:3:lowdin_charge:R:1
I 12.478 -23.113 21.610 0.283
O 10.755 -23.471 19.532 -0.268
H 11.520 -23.247 20.062 -0.395
H 10.011 -23.135 20.031 -0.008
O 10.727 -21.086 21.009 -0.261
H 11.530 -21.468 21.364 -0.332
H 10.741 -21.319 20.080 -0.018
```

## Properties
Net charge = -1
Gap between HOMO and LUMO = 7.48 eV
2S+1 = 1

***

--- 2 ---
ORCA calculation (wB97M-V/def2-TZVPD) on 3 unconnected molecules or ions with the total composition H4IO2.

XYZ file:
```
7
Properties=species:S:1:pos:R:3:lowdin_charge:R:1
I 2.185 -0.492 0.040 -0.986
O -0.349 1.504 4.704 -0.065
H -0.244 1.078 3.853 0.033
H 0.485 1.357 5.150 0.025
O -0.509 -1.343 -4.866 -0.062
H -0.162 -1.090 -4.011 0.034
H -1.407 -1.014 -4.868 0.021
```

## Properties
Net charge = -1
Gap between HOMO and LUMO = 6.86 eV
2S+1 = 1

***

Stability check: which of them is least stable? 1.

***

--- 1 ---
ORCA calculation (wB97M-V/def2-TZVPD) on a single CH5N2P molecule.

XYZ file:
```
9
Properties=species:S:1:pos:R:3:lowdin_charge:R:1
H -1.850 2.704 0.785 -0.086
N -1.076 2.157 0.450 -0.345
P -1.083 0.577 0.817 0.722
N 0.318 0.053 0.094 -0.397
C 0.715 -1.289 -0.314 -0.190
H 0.841 0.799 -0.446 0.100
H 0.447 -1.321 -1.346 0.060
H 1.688 -1.584 -0.037 0.055
H -0.001 -2.098 -0.005 0.081
```

## Properties
SMILES = [H]/N=P/NC
Net charge = 0
Gap between HOMO and LUMO = 9.78 eV
2S+1 = 1

***

--- 2 ---
ORCA calculation (wB97M-V/def2-TZVPD) on a single CH5N2P molecule.

XYZ file:
```
9
Properties=species:S:1:pos:R:3:lowdin_charge:R:1
H 1.296 -0.664 2.912 -0.101
N 0.676 -0.468 2.205 -0.316
P 1.241 -0.021 0.848 0.697
N -0.070 -0.258 -0.114 -0.404
C -0.517 0.325 -1.349 -0.208
H -0.923 -0.428 0.514 0.099
H 0.351 1.034 -1.786 0.107
H -0.679 -0.365 -2.216 0.074
H -1.374 0.845 -1.014 0.051
```

## Properties
SMILES = [H]/N=P/NC
Net charge = 0
Gap between HOMO and LUMO = 10.02 eV
2S+1 = 1

***

Stability check: which of them is least stable? 2.